No. 1
C26H43F3O2P2V | wB97M-V/def2-TZVPD

Each line ends with the Löwdin charge.
Geometry (Å):
V  1.42  -0.64  -1.73  1.196
C  3.26  -0.96  -0.81  -0.231
C  2.73  -2.17  -1.35  -0.257
C  2.98  -0.65  -3.09  -0.246
C  3.41  -0.02  -1.87  -0.225
C  2.56  -1.99  -2.76  -0.263
C  3.62  -0.71  0.59  0.035
H  3.26  -1.51  1.24  0.083
H  3.24  0.25  0.94  0.072
H  4.71  -0.65  0.72  0.140
C  3.84  1.37  -1.70  0.044
H  3.38  1.83  -0.82  0.097
H  3.62  1.99  -2.57  0.094
H  4.93  1.45  -1.53  0.145
C  2.90  -0.03  -4.42  0.026
H  3.65  -0.42  -5.13  0.132
H  3.05  1.05  -4.36  0.095
H  1.93  -0.22  -4.88  0.101
C  1.96  -2.95  -3.69  0.022
H  2.70  -3.38  -4.38  0.130
H  1.20  -2.48  -4.32  0.103
H  1.51  -3.78  -3.15  0.097
C  2.28  -3.34  -0.58  0.023
H  2.81  -4.25  -0.90  0.131
H  1.21  -3.53  -0.71  0.107
H  2.48  -3.19  0.49  0.092
C  0.83  1.29  2.85  -0.081
C  1.35  0.13  3.25  -0.099
C  0.76  -1.22  2.96  -0.178
C  -0.79  -1.32  3.25  -0.180
C  -1.70  -1.33  2.11  -0.106
C  -1.98  -0.30  1.14  -0.419
C  -0.70  0.56  0.94  -0.193
C  -0.49  1.48  2.15  -0.192
H  1.31  -1.95  3.57  0.122
H  -1.03  -0.60  4.07  0.139
H  0.92  -1.53  1.92  0.076
H  -1.33  1.37  2.87  0.113
H  1.36  2.23  3.08  0.114
H  2.36  0.11  3.67  0.123
H  -0.49  2.53  1.81  0.116
H  0.14  -0.14  0.85  0.078
H  -2.19  -0.83  0.19  0.085
H  -0.79  1.16  0.00  0.110
H  -0.96  -2.30  3.75  0.128
H  -2.38  -2.21  2.07  0.130
P  -3.49  0.78  1.27  0.984
P  -3.54  0.07  -2.37  0.821
C  -4.90  0.51  0.13  -0.334
C  -4.77  0.98  -1.31  -0.450
H  -5.75  1.08  0.57  0.124
H  -5.17  -0.56  0.18  0.091
H  -5.75  0.84  -1.78  0.088
H  -4.53  2.05  -1.38  0.073
C  -4.30  0.72  -3.94  -0.298
H  -3.86  0.21  -4.80  0.043
H  -4.08  1.79  -4.00  0.046
H  -5.39  0.57  -3.92  0.055
C  -4.53  -1.51  -2.31  -0.302
H  -5.60  -1.30  -2.43  0.059
H  -4.36  -2.00  -1.34  0.024
H  -4.19  -2.18  -3.10  0.045
C  -3.30  2.58  1.25  -0.140
H  -2.35  2.91  1.68  0.041
H  -4.11  3.03  1.85  0.091
H  -3.37  2.96  0.22  0.066
C  -4.25  0.27  2.83  -0.162
H  -4.74  -0.70  2.71  0.080
H  -5.01  1.01  3.15  0.082
H  -3.48  0.18  3.61  0.064
F  6.32  2.01  3.61  0.120
C  5.74  2.41  2.44  -0.484
F  6.32  3.60  2.08  0.116
F  6.08  1.50  1.48  0.077
C  4.17  2.60  2.58  -0.607
O  3.90  3.19  3.64  0.033
O  3.46  2.19  1.64  -0.077

As for the total charge: +2. For the frontier orbital gap (alpha / beta), the calculation gives 3.43 / 3.43 eV. The HOMO energy (alpha / beta) is -12.002 / -12.002 eV. The spin multiplicity is 2. The value obtained for the LUMO energy (alpha / beta) is -8.57 / -8.57 eV. The total energy is -3092.4594 Ha.

---

No. 2
H48O24 | wB97M-V/def2-TZVPD

Each line ends with the Löwdin charge.
Geometry (Å):
O  -0.81  -2.28  -4.36  -0.033
H  -1.72  -2.34  -4.65  0.049
H  -0.48  -1.48  -4.77  0.003
O  -1.21  4.83  -2.48  -0.063
H  -0.76  4.56  -1.68  -0.015
H  -1.07  5.78  -2.52  0.025
O  4.28  -1.80  1.21  -0.020
H  4.95  -1.68  1.89  0.067
H  4.77  -2.10  0.45  0.067
O  2.02  0.52  1.81  -0.032
H  2.12  -0.40  2.05  0.021
H  1.12  0.60  1.50  0.016
O  0.60  -3.28  4.38  -0.052
H  1.30  -3.08  5.01  0.039
H  0.97  -3.03  3.53  -0.029
O  -3.19  -2.55  -1.22  -0.018
H  -3.27  -2.97  -2.08  0.076
H  -4.09  -2.41  -0.94  0.079
O  -3.22  0.44  -3.17  -0.029
H  -2.27  0.47  -3.32  0.038
H  -3.59  0.81  -3.97  0.048
O  -0.65  1.95  2.55  -0.046
H  -0.94  2.38  3.36  0.084
H  -0.71  1.02  2.75  0.004
O  1.42  -5.15  0.74  -0.032
H  0.53  -5.43  0.52  0.052
H  1.92  -5.26  -0.07  0.047
O  -2.83  2.02  0.85  -0.065
H  -3.09  1.11  0.72  -0.026
H  -1.92  1.97  1.15  -0.025
O  -0.39  -0.01  0.10  -0.042
H  0.18  0.52  -0.46  0.013
H  -0.55  -0.80  -0.41  -0.015
O  1.49  3.60  2.18  -0.046
H  0.65  3.18  2.37  -0.005
H  2.14  2.92  2.36  0.024
O  0.93  0.01  -5.22  -0.033
H  1.25  -0.43  -6.01  0.051
H  1.70  0.42  -4.83  0.041
O  -3.08  -0.99  1.40  -0.023
H  -3.40  -1.71  0.86  0.031
H  -2.13  -1.01  1.29  0.030
O  1.92  0.66  -1.51  -0.023
H  1.95  0.91  -2.44  0.036
H  2.59  1.21  -1.10  0.018
O  4.20  1.89  1.11  -0.053
H  4.96  1.33  0.97  0.043
H  3.48  1.28  1.29  -0.029
O  2.35  -2.55  -1.09  -0.046
H  2.59  -1.87  -0.45  -0.004
H  1.40  -2.52  -1.13  -0.001
O  -5.10  0.49  -0.74  -0.046
H  -4.38  0.42  -1.36  -0.009
H  -5.41  1.39  -0.83  0.048
O  -0.49  -0.54  3.65  -0.029
H  -0.44  -1.49  3.58  0.025
H  0.24  -0.31  4.23  0.057
O  -5.35  0.13  2.48  -0.065
H  -5.69  0.96  2.14  0.025
H  -4.76  -0.18  1.79  -0.040
O  4.07  3.15  -1.36  -0.054
H  3.47  3.87  -1.58  0.028
H  4.21  3.24  -0.42  0.003
O  0.45  4.93  -0.02  -0.046
H  1.17  5.00  -0.65  0.026
H  0.86  4.57  0.77  -0.015
O  -0.73  -2.22  -1.48  -0.049
H  -0.68  -2.04  -2.42  0.015
H  -1.66  -2.41  -1.32  -0.037
O  1.69  -2.54  1.90  -0.052
H  1.45  -3.24  1.30  0.014
H  2.64  -2.44  1.79  0.003

As for the total charge: 0. For the frontier orbital gap, the calculation gives 9.18 eV. As for the energy above the lowest of the compared OMol25 structures with the same formula, charge and spin: 252.7 kJ/mol. The HOMO energy is -9.505 eV. The value obtained for the LUMO energy is -0.32 eV. The total energy is -1834.5802 Ha.

---

No. 3
C2H8N2O2 | wB97M-V/def2-TZVPD

Each line ends with the Löwdin charge.
Geometry (Å):
N  0.51  1.40  0.75  0.235
C  -0.17  0.42  1.48  -0.091
C  0.48  -0.98  1.57  -0.467
N  -0.40  -1.93  1.98  0.208
O  1.57  -1.25  1.14  0.187
H  1.40  1.67  1.16  0.159
H  0.64  1.51  -0.26  0.166
H  -1.16  0.33  1.03  0.159
H  -0.08  0.81  2.51  0.173
H  -1.38  -1.72  2.08  0.127
H  -0.12  -2.85  1.67  0.144
H  -0.97  1.35  -5.36  0.025
H  -0.18  0.15  -4.77  0.033
O  -0.14  1.10  -4.96  -0.058

As for the total charge: +1. For the frontier orbital gap (alpha / beta), the calculation gives 10.45 / 5.00 eV. As for the energy above the lowest of the compared OMol25 structures with the same formula, charge and spin: 68.0 kJ/mol. The HOMO energy (alpha / beta) is -13.942 / -13.942 eV. The spin multiplicity is 2. The value obtained for the LUMO energy (alpha / beta) is -3.49 / -8.95 eV. The total energy is -340.6627 Ha.

---

No. 4
C3H6FNO | wB97M-V/def2-TZVPD

Each line ends with the Löwdin charge.
Geometry (Å):
C  -1.61  0.40  0.52  -0.322
C  0.33  -1.34  0.44  -0.026
C  -0.93  -0.75  -0.05  -0.285
N  0.12  1.26  -1.23  0.102
O  -2.71  0.80  0.21  0.038
F  -1.53  -1.39  -1.04  0.114
H  -1.02  0.86  1.34  0.130
H  0.50  -2.30  -0.05  0.091
H  0.29  -1.47  1.52  0.090
H  1.17  -0.68  0.21  0.077
H  -0.46  1.23  -2.06  0.001
H  -0.19  2.06  -0.68  -0.010

As for the total charge: 0. For the frontier orbital gap (alpha / beta), the calculation gives 8.04 / 9.24 eV. As for the energy above the lowest of the compared OMol25 structures with the same formula, charge and spin: 385.8 kJ/mol. The HOMO energy (alpha / beta) is -8.775 / -10.046 eV. The value obtained for the LUMO energy (alpha / beta) is -0.73 / -0.80 eV. The total energy is -347.6411 Ha.

---

No. 5
C4H9N3O | wB97M-V/def2-TZVPD

Each line ends with the Löwdin charge.
Geometry (Å):
C  2.18  0.32  0.19  -0.145
C  -1.58  1.55  0.61  -0.023
N  -0.21  -1.07  0.40  -0.026
C  -1.43  0.64  -0.58  -0.393
N  -0.07  -2.32  0.07  0.034
C  -0.05  -0.16  -0.68  -0.424
N  0.99  0.74  -0.51  0.058
O  -2.24  0.52  -1.46  0.081
H  0.00  -2.61  -0.91  0.109
H  -0.24  -3.02  0.78  0.106
H  -0.11  -0.65  -1.68  0.152
H  2.34  -0.77  0.24  0.067
H  2.22  0.69  1.22  0.083
H  3.03  0.78  -0.33  0.075
H  -2.64  1.66  0.84  0.085
H  -1.02  1.18  1.46  0.073
H  -1.17  2.53  0.34  0.088

As for the total charge: 0. For the frontier orbital gap (alpha / beta), the calculation gives 9.52 / 7.21 eV. As for the energy above the lowest of the compared OMol25 structures with the same formula, charge and spin: 458.5 kJ/mol. The HOMO energy (alpha / beta) is -8.959 / -7.591 eV. The value obtained for the LUMO energy (alpha / beta) is 0.56 / -0.38 eV. The total energy is -397.1760 Ha.

---

No. 6
C4H2ErO5 | wB97M-V/def2-TZVPD

Each line ends with the Löwdin charge.
Geometry (Å):
C  5.53  -0.63  0.00  -0.305
O  6.58  -1.05  -0.14  0.378
O  4.42  -0.26  0.12  0.028
O  -0.04  1.22  -0.46  -0.010
C  -1.24  1.04  -0.39  -0.245
O  -1.73  0.04  0.29  0.080
Er  2.20  0.66  0.24  1.790
H  -1.97  1.72  -0.87  0.203
O  -3.43  -1.97  -0.58  0.462
C  -3.22  -0.84  -0.35  -0.005
C  -3.38  0.16  0.56  0.422
H  -3.72  -0.06  1.58  0.203

As for the total charge: +3. For the frontier orbital gap (alpha / beta), the calculation gives 7.87 / 3.41 eV. The HOMO energy (alpha / beta) is -21.637 / -19.420 eV. The spin multiplicity is 4. The value obtained for the LUMO energy (alpha / beta) is -13.77 / -16.01 eV. The total energy is -1543.5045 Ha.

---

No. 7
C5H8N2 | wB97M-V/def2-TZVPD

Each line ends with the Löwdin charge.
Geometry (Å):
N  -1.38  -1.09  -1.40  0.025
C  -1.05  -0.50  -0.14  -0.312
C  -0.68  -1.34  1.02  -0.135
N  0.29  -1.27  1.72  0.091
C  0.46  0.32  -0.23  -0.387
C  1.16  0.16  1.07  -0.075
C  0.66  1.71  -0.33  0.047
H  -2.35  -1.41  -1.43  0.078
H  -0.80  -1.90  -1.60  0.082
H  -1.84  0.20  0.15  0.137
H  0.97  -0.21  -1.04  0.135
H  0.89  0.84  1.88  0.095
H  2.22  -0.10  1.08  0.098
H  1.13  2.18  -1.19  0.061
H  0.32  2.39  0.45  0.061

As for the total charge: 0. For the frontier orbital gap (alpha / beta), the calculation gives 7.70 / 7.77 eV. As for the energy above the lowest of the compared OMol25 structures with the same formula, charge and spin: 474.7 kJ/mol. The HOMO energy (alpha / beta) is -7.748 / -7.938 eV. The value obtained for the LUMO energy (alpha / beta) is -0.05 / -0.17 eV. The total energy is -304.6547 Ha.

---

No. 8
C4H8NOP | wB97M-V/def2-TZVPD

Each line ends with the Löwdin charge.
Geometry (Å):
C  1.49  1.06  0.09  -0.316
C  -1.10  1.13  -0.23  -0.027
C  -1.31  -0.12  0.53  -0.365
C  -0.26  -1.20  0.21  -0.382
N  2.20  2.04  -0.03  0.051
O  2.21  -1.32  -0.83  -0.388
P  1.60  -0.81  0.53  0.805
H  -0.90  2.03  0.28  0.017
H  -1.05  1.16  -1.34  0.066
H  -1.35  -0.01  1.64  0.120
H  -2.17  -0.60  0.21  0.068
H  -0.47  -2.19  0.73  0.075
H  -0.32  -1.48  -0.95  0.114
H  3.06  2.25  0.47  0.061
H  2.35  -0.66  -1.59  0.103

As for the total charge: 0. For the frontier orbital gap (alpha / beta), the calculation gives 7.77 / 7.41 eV. As for the energy above the lowest of the compared OMol25 structures with the same formula, charge and spin: 425.0 kJ/mol. The HOMO energy (alpha / beta) is -7.524 / -6.848 eV. The value obtained for the LUMO energy (alpha / beta) is 0.25 / 0.56 eV. The total energy is -628.4104 Ha.

---

No. 9
C4H6N3 | wB97M-V/def2-TZVPD

Each line ends with the Löwdin charge.
Geometry (Å):
C  2.25  0.37  -0.68  0.084
C  3.05  -0.53  -0.07  0.158
C  1.64  -0.58  0.07  -0.432
C  -0.86  -0.37  0.05  -0.217
N  0.68  -1.21  0.62  0.187
N  -1.14  0.89  0.39  0.171
N  -1.72  -1.13  -0.62  0.204
H  2.36  1.29  -1.31  0.147
H  4.04  -0.98  0.27  0.161
H  -0.71  1.16  1.24  0.107
H  -1.98  1.51  0.26  0.170
H  -1.39  -2.08  -0.88  0.160
H  -2.55  -0.78  -0.97  0.099

As for the total charge: +1. For the frontier orbital gap, the calculation gives 11.00 eV. As for the energy above the lowest of the compared OMol25 structures with the same formula, charge and spin: 349.9 kJ/mol. The HOMO energy is -14.266 eV. The value obtained for the LUMO energy is -3.26 eV. The total energy is -319.8983 Ha.

---

> Which of these has the highest total charge?

C4H2ErO5

---

> Number 5 is which compound?

C4H9N3O